(i)
The following is a DFT calculation (ωB97M-V/def2-TZVPD) of the molecule H5NOSSi.

Each line ends with the natural charge from an NBO analysis.
Positions of all 9 atoms, in Å:
1 N 0.822 -1.136 -0.445  -1.176
2 Si -0.098 0.470 0.489  1.598
3 O 0.174 1.781 -0.420  -1.117
4 S -2.135 -0.382 0.306  -0.520
5 H 1.181 -0.615 -1.174  0.347
6 H 1.632 -1.287 0.188  0.351
7 H 0.271 0.488 1.845  -0.218
8 H -0.373 2.283 -1.007  0.531
9 H -1.474 -1.603 0.218  0.203

Results
Kohn-Sham gap = 9.859 eV
SMILES = N[Si@@H](O)S
E_HOMO = -9.46 eV

(ii)
The following is a DFT calculation (ωB97M-V/def2-TZVPD) of a 2-piece molecular cluster, H5NOSSi overall.

Each line ends with the natural charge from an NBO analysis.
Positions of all 9 atoms, in Å:
1 N 0.026 1.151 1.107  -1.276
2 O -0.085 0.795 -1.606  -1.118
3 Si -0.539 0.166 -0.203  1.819
4 S 1.282 -2.116 -0.242  -0.729
5 H -0.593 1.099 1.876  0.392
6 H 0.264 2.097 0.928  0.403
7 H 0.867 0.694 -1.846  0.544
8 H -1.642 -0.728 0.227  -0.163
9 H 0.419 -3.158 -0.243  0.128

Results
Kohn-Sham gap = 7.958 eV
E_HOMO = -7.97 eV

It is (i) that is the most stable of them.

(i)
The following is a DFT calculation (ωB97M-V/def2-TZVPD) of a 2-piece molecular cluster, C4H4F3N overall.

Each line ends with the natural charge from an NBO analysis.
Positions of all 12 atoms, in Å:
1 C 0.524 3.254 -0.903  -0.335
2 C 0.345 2.259 -0.056  -0.148
3 C -0.251 1.388 0.694  0.316
4 N -0.378 0.271 1.203  -0.622
5 H -0.385 3.844 -1.266  0.223
6 H 1.495 3.395 -1.192  0.211
7 H -1.353 0.067 1.400  0.365
8 F -0.701 -2.989 -1.047  -0.333
9 C 0.039 -2.844 0.036  0.842
10 F 1.353 -3.200 -0.148  -0.333
11 F -0.473 -3.714 0.891  -0.333
12 H -0.215 -1.730 0.387  0.146

Results
Kohn-Sham gap = 8.928 eV
SMILES = C=C=C=N.FC(F)F
E_HOMO = -9.35 eV

(ii)
The following is a DFT calculation (ωB97M-V/def2-TZVPD) of a 2-piece molecular cluster, C4H4F3N overall.

Each line ends with the natural charge from an NBO analysis.
Positions of all 12 atoms, in Å:
1 C 0.148 -1.778 -0.517  0.065
2 C 0.282 -0.480 0.042  -0.023
3 C -1.863 0.891 0.367  -0.506
4 C 1.445 0.434 -0.060  0.906
5 N 0.290 -1.786 0.741  -0.267
6 F 1.410 1.430 0.831  -0.316
7 F 2.627 -0.196 0.107  -0.324
8 F 1.503 1.017 -1.275  -0.326
9 H 0.011 -2.385 -1.380  0.225
10 H -1.691 1.106 1.401  0.194
11 H -2.537 0.104 0.104  0.183
12 H -1.626 1.642 -0.359  0.191

Results
Kohn-Sham gap (alpha / beta) = 8.972 / 8.820 eV
E_HOMO (alpha / beta) = -8.96 / -8.98 eV

It is (i) that is the most stable of them.

(i)
The following is a DFT calculation (ωB97M-V/def2-TZVPD) of a 2-piece molecular cluster, FNOS overall.

Each line ends with the natural charge from an NBO analysis.
Positions of all 4 atoms, in Å:
1 N 1.455 0.012 -0.481  0.383
2 O 2.079 -0.125 0.499  -0.105
3 F -2.156 -0.586 -0.236  -0.488
4 S -1.378 0.699 0.218  0.211

Results
Kohn-Sham gap (alpha / beta) = 6.024 / 4.114 eV
E_HOMO (alpha / beta) = -8.43 / -7.61 eV

(ii)
The following is a DFT calculation (ωB97M-V/def2-TZVPD) of a 2-piece molecular cluster, FNOS overall.

Each line ends with the natural charge from an NBO analysis.
Positions of all 4 atoms, in Å:
1 N -0.129 0.314 -1.430  0.326
2 O 0.531 -0.652 -1.608  -0.121
3 F -0.456 -0.506 1.960  -0.486
4 S 0.053 0.844 1.077  0.281

Results
Kohn-Sham gap (alpha / beta) = 7.182 / 7.182 eV
E_HOMO (alpha / beta) = -9.26 / -9.26 eV

It is (ii) that is the most stable of them.

(i)
The following is a DFT calculation (ωB97M-V/def2-TZVPD) of a 2-piece molecular cluster, C4H16N4 overall.

Each line ends with the natural charge from an NBO analysis.
Positions of all 24 atoms, in Å:
1 C 0.115 -2.162 0.846  -0.432
2 N -0.251 -0.777 0.606  -0.311
3 N -1.606 -0.588 0.273  -0.718
4 C 0.137 0.141 1.748  -0.051
5 N -0.636 -0.187 2.930  -0.887
6 H -0.139 -2.750 -0.037  0.199
7 H 1.191 -2.212 0.995  0.199
8 H -0.394 -2.579 1.725  0.180
9 H -1.632 -0.629 -0.801  0.376
10 H -2.217 -1.188 0.837  0.352
11 H -0.022 1.177 1.411  0.174
12 H 1.203 -0.014 1.932  0.189
13 H -0.257 0.010 3.852  0.371
14 H -1.574 0.195 2.985  0.366
15 C 0.403 0.162 -2.596  -0.419
16 N -0.096 1.289 -1.831  -0.630
17 C 0.973 2.202 -1.455  -0.413
18 H 0.898 0.530 -3.496  0.192
19 H -0.440 -0.446 -2.921  0.189
20 H 1.109 -0.462 -2.031  0.169
21 H -0.509 0.991 -0.945  0.365
22 H 1.437 2.620 -2.349  0.188
23 H 1.751 1.699 -0.862  0.155
24 H 0.556 2.979 -0.815  0.196

Results
Kohn-Sham gap = 9.395 eV
SMILES = CN(N)CN.CNC
E_HOMO = -8.44 eV

(ii)
The following is a DFT calculation (ωB97M-V/def2-TZVPD) of a 3-piece molecular cluster, C4H16N4 overall.

Each line ends with the natural charge from an NBO analysis.
Positions of all 24 atoms, in Å:
1 H 1.599 1.371 -1.504  0.294
2 N 0.646 1.005 -1.685  -0.491
3 N -0.187 1.861 -2.107  0.107
4 N 0.153 3.134 -2.124  -0.588
5 H 0.998 3.453 -1.645  0.357
6 H -0.617 3.782 -2.139  0.394
7 C 1.287 -1.587 1.655  -0.609
8 C 1.190 -2.126 0.230  -0.392
9 C -0.241 -2.496 -0.147  -0.604
10 H 0.959 -2.338 2.374  0.198
11 H 2.312 -1.307 1.901  0.201
12 H 0.655 -0.707 1.773  0.208
13 H 1.837 -3.002 0.125  0.190
14 H 1.558 -1.372 -0.472  0.197
15 H -0.633 -3.259 0.526  0.196
16 H -0.887 -1.622 -0.087  0.207
17 H -0.290 -2.882 -1.164  0.207
18 C -2.070 1.070 0.676  -0.409
19 N -0.684 1.476 0.536  -0.933
20 H -2.451 0.812 -0.316  0.192
21 H -2.677 1.895 1.068  0.181
22 H -2.213 0.206 1.341  0.159
23 H -0.300 1.722 1.447  0.348
24 H 0.054 0.908 -0.264  0.392

Results
Kohn-Sham gap = 8.686 eV
SMILES = [H]/N=N\N.CCC.CN
E_HOMO = -8.04 eV

It is (i) that is the most stable of them.

(i)
The following is a DFT calculation (ωB97M-V/def2-TZVPD) of C25H29N3O3 as an isolated structure.

Each line ends with the natural charge from an NBO analysis.
Positions of all 60 atoms, in Å:
1 C 0.304 3.144 -1.692  -0.238
2 H -0.402 2.916 -1.075  0.174
3 O 1.555 2.456 -1.545  -0.501
4 C 2.114 2.504 -0.360  0.241
5 C 1.669 3.226 0.518  -0.282
6 C 2.315 3.420 1.897  -0.171
7 C 3.423 2.625 2.200  -0.259
8 C 3.908 1.911 0.911  -0.141
9 C 3.168 1.798 -0.247  -0.132
10 C 3.727 0.748 -1.208  -0.215
11 N 3.217 -0.361 -0.837  -0.458
12 C 4.068 -1.307 -0.410  0.671
13 O 5.352 -1.261 -0.217  -0.641
14 C 3.709 -2.700 0.140  -0.459
15 H 3.684 -2.805 1.070  0.207
16 H 4.378 -3.535 -0.090  0.243
17 C 2.348 -3.350 -0.360  -0.283
18 C 1.330 -2.050 -0.172  -0.349
19 C 0.060 -2.232 -0.767  0.726
20 O -0.401 -2.188 -1.759  -0.571
21 N -0.968 -2.771 0.142  -0.472
22 C -0.764 -2.727 1.804  -0.440
23 H 0.313 -3.173 1.895  0.191
24 H -1.475 -3.380 2.301  0.226
25 H -0.668 -1.657 1.864  0.221
26 C -2.240 -2.844 -0.186  -0.312
27 C -2.945 -1.699 -0.175  0.120
28 C -3.712 -0.722 0.716  0.051
29 C -4.036 0.408 0.373  -0.245
30 C -4.623 1.510 0.817  -0.169
31 C -4.624 2.826 -0.035  -0.218
32 C -3.963 2.782 -1.317  -0.289
33 C -3.204 1.771 -1.675  -0.226
34 C -3.271 0.424 -0.984  0.215
35 N -2.694 -0.717 -1.199  -0.509
36 H -2.001 -0.689 -1.926  0.430
37 H -2.669 1.803 -2.802  0.198
38 H -3.941 3.760 -1.468  0.222
39 H -5.188 3.627 0.391  0.209
40 H -5.319 1.616 1.770  0.219
41 C -4.229 -1.511 2.177  -0.678
42 H -3.958 -0.909 3.119  0.230
43 H -4.275 -2.554 2.100  0.213
44 H -5.422 -1.353 2.110  0.204
45 H -2.946 -3.488 0.426  0.220
46 H -2.181 -3.344 -1.201  0.237
47 H 1.457 -1.759 0.825  0.243
48 C 2.030 -1.028 -1.111  -0.201
49 H 1.327 0.115 -1.114  0.184
50 H 1.665 -1.122 -2.149  0.238
51 H 2.389 -3.407 -1.517  0.196
52 H 1.972 -4.017 0.084  0.160
53 H 3.461 1.112 -2.275  0.213
54 H 4.846 0.707 -1.144  0.278
55 H 4.935 1.223 1.279  0.236
56 H 4.120 2.932 3.159  0.234
57 H 2.009 4.125 2.546  0.196
58 H 0.672 4.004 0.604  0.232
59 H -0.035 2.965 -2.760  0.199
60 H 0.628 4.201 -1.461  0.182

Results
Kohn-Sham gap = 8.021 eV
E_HOMO = -7.55 eV

(ii)
The following is a DFT calculation (ωB97M-V/def2-TZVPD) of the molecule C25H29N3O3.

Each line ends with the natural charge from an NBO analysis.
Positions of all 60 atoms, in Å:
1 C -3.508 -3.707 1.150  -0.633
2 C -2.693 -2.474 0.787  -0.077
3 O -1.311 -2.650 1.101  -0.517
4 C -0.552 -3.263 0.186  0.808
5 O -0.974 -3.661 -0.869  -0.612
6 C 0.883 -3.422 0.665  -0.317
7 C 1.389 -2.179 1.397  -0.391
8 C 1.519 -1.016 0.421  -0.225
9 N 2.452 -1.347 -0.641  -0.440
10 C 2.684 -0.211 -1.528  -0.236
11 C 3.351 0.919 -0.817  -0.143
12 C 4.706 1.055 -0.597  -0.029
13 N 4.886 2.163 0.148  -0.157
14 C 6.123 2.721 0.608  -0.405
15 N 3.732 2.750 0.437  -0.281
16 C 2.780 2.025 -0.138  0.169
17 C 1.370 2.367 0.029  -0.101
18 C 0.902 2.734 1.289  -0.164
19 C -0.437 2.992 1.498  -0.251
20 C -1.337 2.890 0.442  0.270
21 O -2.652 3.193 0.700  -0.496
22 C -3.652 2.495 0.081  0.375
23 C -4.869 3.152 -0.081  -0.281
24 C -5.944 2.488 -0.640  -0.195
25 C -5.818 1.169 -1.044  -0.228
26 C -4.611 0.513 -0.872  -0.198
27 C -3.529 1.166 -0.310  -0.313
28 C -0.873 2.579 -0.831  -0.234
29 C 0.469 2.321 -1.030  -0.192
30 C 1.966 -2.489 -1.398  -0.225
31 C 1.818 -3.718 -0.507  -0.403
32 H -4.560 -3.516 0.959  0.217
33 H -3.375 -3.949 2.201  0.211
34 H -3.187 -4.554 0.548  0.222
35 H -3.012 -1.606 1.368  0.193
36 H -2.786 -2.263 -0.283  0.195
37 H 0.871 -4.274 1.356  0.236
38 H 0.710 -1.905 2.205  0.225
39 H 2.371 -2.395 1.819  0.210
40 H 1.897 -0.140 0.952  0.216
41 H 0.522 -0.759 0.014  0.159
42 H 3.343 -0.557 -2.330  0.208
43 H 1.737 0.126 -1.982  0.177
44 H 5.528 0.446 -0.917  0.214
45 H 6.757 3.003 -0.235  0.205
46 H 5.887 3.606 1.195  0.236
47 H 6.660 2.004 1.232  0.205
48 H 1.604 2.804 2.106  0.226
49 H -0.807 3.268 2.474  0.226
50 H -4.951 4.179 0.241  0.225
51 H -6.883 3.006 -0.765  0.215
52 H -6.657 0.654 -1.485  0.212
53 H -4.510 -0.519 -1.175  0.213
54 H -2.592 0.648 -0.165  0.228
55 H -1.564 2.548 -1.661  0.222
56 H 0.822 2.107 -2.028  0.215
57 H 2.689 -2.705 -2.190  0.200
58 H 0.995 -2.270 -1.874  0.174
59 H 1.422 -4.542 -1.102  0.228
60 H 2.797 -4.000 -0.117  0.210

Results
Kohn-Sham gap = 8.867 eV
SMILES = CCOC(=O)C1CCN(Cc2cn(C)nc2-c2ccc(Oc3ccccc3)cc2)CC1
E_HOMO = -8.08 eV

It is (ii) that is the most stable of them.